CH3NO5 | the ωB97M-V functional and the def2-TZVPD basis

```
10
Properties=species:S:1:pos:R:3:mulliken_charge:R:1
C -1.31 -0.06 0.07 0.730
N 2.67 -0.24 0.16 0.244
O 3.83 -0.29 -0.07 -0.356
O 2.05 0.97 -0.02 -0.340
O -0.83 -1.29 0.13 -0.403
O -0.61 0.92 0.17 -0.620
O -2.67 0.05 -0.10 -0.466
H -1.32 -2.01 -0.23 0.346
H 1.14 1.03 0.19 0.531
H -2.95 0.92 -0.30 0.334
```

**LUMO**: 0.114 eV
**Net charge**: 0
**M**: 109.04 g/mol
**SMILES**: O=C(O)O.O=NO
**E_tot**: -12810.8590 eV